[1]
Density functional theory data (ωB97M-V with the def2-TZVPD basis set) for C26H46Cl2O2P2W as an isolated structure.

The geometry in XYZ format:
```
79
Properties=species:S:1:pos:R:3
W 1.318 -1.428 -0.878
C 0.816 -2.556 0.964
C 2.250 -2.634 0.778
C 1.711 -0.477 1.541
C 0.497 -1.222 1.459
C 2.777 -1.301 1.029
C -0.197 -3.605 0.673
H 0.053 -4.167 -0.237
H -1.192 -3.152 0.520
H -0.232 -4.307 1.518
C -0.758 -0.862 2.193
H -1.644 -1.413 1.840
H -1.006 0.218 2.160
H -0.606 -1.135 3.259
C 1.891 0.758 2.356
H 2.430 0.495 3.285
H 0.934 1.196 2.671
H 2.477 1.552 1.871
C 4.175 -0.807 0.842
H 4.746 -1.477 0.188
H 4.694 -0.742 1.816
H 4.167 0.208 0.399
C 2.953 -3.780 0.110
H 3.203 -4.582 0.813
H 3.893 -3.459 -0.365
H 2.309 -4.253 -0.655
C -0.251 -0.772 -1.874
C -0.049 -2.226 -2.084
C 0.575 -2.776 -3.326
C 2.054 -2.466 -3.445
C 2.701 -1.745 -2.286
C 2.463 -0.293 -2.034
C 1.649 0.482 -3.047
C 0.159 0.187 -3.001
H 0.089 -2.389 -4.238
H 2.160 -1.942 -4.409
H 0.416 -3.871 -3.277
H -0.116 -0.226 -3.981
H -1.099 -0.503 -1.227
H -0.836 -2.884 -1.735
H -0.376 1.135 -2.849
H 1.767 1.550 -2.814
H 3.177 0.271 -1.417
H 1.958 0.227 -4.073
H 2.513 -3.458 -3.492
H 3.704 -2.098 -2.081
P -3.488 -0.242 0.261
C -4.621 -0.456 1.706
H -5.625 -0.172 1.377
H -4.309 0.192 2.531
H -4.612 -1.491 2.050
C -4.199 1.407 -0.175
H -5.257 1.277 -0.438
H -3.634 1.829 -1.015
H -4.088 2.076 0.694
C -4.427 -1.317 -0.912
H -3.880 -1.372 -1.863
H -5.427 -0.888 -1.066
H -4.503 -2.334 -0.501
P 0.704 3.397 -0.373
C 2.473 3.826 -0.236
H 2.569 4.879 -0.523
H 3.055 3.178 -0.923
H 2.786 3.685 0.813
C 0.057 4.346 -1.758
H 0.675 4.096 -2.644
H 0.148 5.391 -1.451
H -1.005 4.059 -1.877
C -0.066 3.896 1.166
H -0.766 4.691 0.865
H 0.748 4.251 1.814
H -0.659 3.047 1.607
Cl -2.317 0.449 4.921
C -2.244 2.199 4.501
Cl -0.571 2.823 4.496
C -2.847 2.385 3.054
O -4.022 2.859 3.110
O -2.129 2.006 2.089
H -2.834 2.759 5.241
```

Values from the calculation:
Net charge: +2
Multiplicity: 3
⟨S²⟩: 2.266

***

[2]
Density functional theory data (ωB97M-V with the def2-TZVPD basis set) for C26H46ClMnN7O as an isolated structure.

The geometry in XYZ format:
```
82
Properties=species:S:1:pos:R:3
Mn 0.264 0.122 0.275
C 1.234 0.654 3.563
C -0.271 0.486 3.331
N -0.657 -0.286 2.126
C -0.616 -1.750 2.358
C -0.803 -2.481 1.030
N 0.252 -2.023 0.109
C 0.175 -2.603 -1.240
C 1.396 -2.207 -2.068
C 1.368 -0.759 -2.555
N 1.450 0.257 -1.478
C 2.848 0.500 -1.047
C 2.853 1.412 0.180
N 2.165 0.703 1.276
C 1.964 1.484 2.505
H 1.342 1.170 4.517
H 1.724 -0.316 3.667
H -0.687 -0.006 4.217
H -0.713 1.481 3.246
H -1.647 -0.063 1.964
H 0.363 -2.001 2.776
H -1.388 -2.062 3.072
H -0.751 -3.563 1.198
H -1.778 -2.255 0.581
H 1.137 -2.363 0.505
H 0.133 -3.697 -1.174
H -0.746 -2.260 -1.724
H 2.307 -2.410 -1.501
H 1.436 -2.849 -2.948
H 2.202 -0.621 -3.251
H 0.440 -0.596 -3.108
H 1.149 1.133 -1.918
H 3.316 -0.456 -0.793
H 3.431 0.950 -1.858
H 3.880 1.684 0.449
H 2.300 2.335 -0.038
H 2.754 -0.096 1.535
H 2.928 1.801 2.917
H 1.396 2.387 2.252
C -3.357 7.699 -1.273
C -3.948 7.169 0.048
C -5.437 7.545 0.070
C -3.273 7.865 1.229
C -3.742 5.589 0.092
O -4.368 4.972 -0.994
C -4.327 5.034 1.418
C -4.568 3.516 1.411
C -5.366 2.996 0.259
C -6.644 3.503 -0.046
C -7.378 2.993 -1.090
C -6.870 1.937 -1.861
Cl -7.760 1.314 -3.167
C -5.621 1.386 -1.534
C -4.896 1.905 -0.488
C -2.223 5.273 -0.058
N -1.885 3.897 -0.304
C -1.255 3.043 0.507
N -1.021 1.896 -0.137
C -1.555 2.134 -1.374
N -2.062 3.327 -1.486
H -3.852 8.628 -1.539
H -3.509 7.000 -2.092
H -2.299 7.921 -1.178
H -5.510 8.624 -0.053
H -5.921 7.316 1.017
H -6.008 7.097 -0.743
H -3.338 8.941 1.078
H -2.219 7.615 1.315
H -3.769 7.640 2.169
H -5.217 5.401 -1.169
H -5.280 5.527 1.596
H -3.670 5.280 2.250
H -5.128 3.299 2.329
H -3.625 2.969 1.478
H -7.061 4.302 0.550
H -8.353 3.391 -1.320
H -5.244 0.553 -2.105
H -3.944 1.460 -0.231
H -1.686 5.602 0.829
H -1.878 5.836 -0.929
H -0.964 3.281 1.513
H -1.575 1.413 -2.168
```

Values from the calculation:
Net charge: +3
Multiplicity: 5
⟨S²⟩: 6.139

***

We obtain electronic energy values of -77228.02557, -84004.75933 eV for the records listed above, in that order.